Below is a structure of composition C21H22N7O7RhS2 in a non-equilibrium geometry, with properties calculated with ωB97M-V/def2-TZVPD.

```
60
Properties=species:S:1:pos:R:3:forces:R:3
Rh -0.37010 -0.76661 -0.99854 -3.10 0.40 -0.58
S -2.95753 -0.43910 -0.85094 1.02 -0.05 0.11
S -4.60510 -1.64797 1.19483 -0.40 -0.18 1.02
O -0.70919 -2.44811 -2.14577 -0.38 -1.18 -0.77
O -1.28504 0.17738 1.95210 1.26 1.22 -0.93
O -1.80229 -2.00324 -6.54949 0.57 -0.23 1.40
O -1.29806 -3.29383 -4.14490 0.58 1.50 0.29
O 2.07607 3.49099 2.70451 -0.21 -0.69 -0.02
O 1.37200 1.90277 -1.41024 -0.75 -0.47 1.53
O -1.09344 -0.02868 -7.39998 -0.52 -2.30 2.46
N -2.03965 -2.35256 0.89639 -1.43 1.75 -0.82
N 1.51080 -1.36760 -0.64765 2.80 -1.53 -0.02
N 0.04686 0.97967 0.26735 -0.76 -0.57 -0.60
N 0.28843 0.99353 -3.60305 -0.17 -1.08 -0.90
N 0.00001 -0.20071 -2.92811 -0.48 2.40 -3.42
N -0.86739 -2.03660 0.43140 -1.02 1.49 -0.10
N 1.63195 2.65695 0.67257 0.29 -0.58 -0.16
C 1.42070 2.71227 2.04167 -0.77 0.70 1.12
C -0.55233 -1.01290 -3.89548 1.47 2.04 0.38
C -1.18580 -0.82618 -6.43544 0.82 2.00 -2.36
C 0.18252 -2.80798 0.73440 2.08 -2.35 0.40
C 1.84834 -0.06266 3.47028 2.19 -0.67 -1.05
C 0.24132 1.84752 2.66548 0.27 0.27 -0.55
C -0.93964 2.72284 3.29790 2.91 1.33 -0.52
C -0.54696 -0.36623 -5.14284 -0.40 -0.59 -0.25
C -0.87999 -2.36641 -3.43002 -0.90 -1.48 0.68
C -3.05801 -1.49733 0.46654 1.89 -1.41 -0.51
C 0.75927 0.93316 3.83070 -0.78 -0.81 -0.60
C 0.04482 0.88998 -4.95490 -0.81 -1.29 2.65
C -0.39576 0.95511 1.57129 -0.49 -0.68 1.38
C -4.60196 -0.03641 2.02556 -1.33 0.43 0.62
C 2.70978 -1.01370 -1.16651 -0.59 -1.06 1.29
C 3.89634 -1.66499 -0.78107 0.57 2.10 -2.03
C 1.44252 -2.50197 0.12605 0.03 -0.30 2.15
C 0.98302 1.81644 -0.22032 0.91 0.79 -0.28
C 2.64373 -3.17112 0.54584 -0.70 -0.19 -0.53
C -1.32270 3.88832 2.38886 -0.07 0.41 0.15
C 3.86469 -2.74116 0.07523 -0.65 -0.66 0.52
H 2.49262 3.04182 0.26625 -0.65 0.22 0.60
H -1.75008 2.07366 3.53742 -0.49 -0.47 0.13
H 4.78307 -3.24673 0.32758 0.03 -0.08 0.18
H -1.70136 -2.63407 -5.73165 0.09 1.28 -0.90
H -0.60245 4.78977 2.42841 -1.09 -1.60 -0.01
H -3.64243 0.24308 2.46352 0.00 -0.19 -0.39
H 1.16059 1.58262 4.62593 -0.69 -0.28 -0.10
H 0.64518 1.82097 -3.07786 -0.18 -1.25 -0.06
H -0.50970 3.20189 4.17944 -0.17 -0.54 0.41
H 1.66742 -0.70717 2.58216 -0.38 0.54 0.29
H 2.89006 0.35382 3.28030 -1.33 0.22 0.04
H 0.22092 1.68644 -5.64133 0.06 0.29 -0.22
H -2.34639 4.20530 2.69953 0.75 0.07 -0.67
H -5.03744 0.74412 1.38443 0.54 -0.21 0.04
H -0.17880 0.31363 4.07913 1.42 1.20 0.26
H 2.10887 -0.79623 4.23834 -0.63 0.18 0.39
H 4.86123 -1.30000 -1.23365 -1.19 -0.48 0.61
H -0.00122 -3.72366 1.36135 0.40 1.13 -0.65
H 2.52533 -4.05829 1.16639 0.18 0.28 -0.06
H -1.30746 3.43391 1.39409 -0.50 0.77 -0.36
H -5.32130 -0.14106 2.85871 0.31 -0.07 -0.27
H 2.59111 -0.19670 -1.84216 0.64 0.52 -0.38
```
Forces are in eV/Å.

## Properties
LUMO level (alpha / beta) = -0.738 / -3.343 eV
2S+1 = 5
HOMO energy (alpha / beta) = -6.875 / -8.834 eV
total charge = 0

***

Below is the molecule C21H22O5 in a non-equilibrium geometry, with properties calculated with ωB97M-V/def2-TZVPD.

```
48
Properties=species:S:1:pos:R:3:forces:R:3
O -3.33982 -1.38203 -3.55823 0.53 -0.29 -0.90
O -3.16188 -1.82188 0.40512 -0.16 0.44 -0.13
O 3.70231 0.53884 -0.34622 -0.29 -0.41 -1.06
O -1.07933 -1.74391 -3.65094 1.09 -0.01 -0.30
O 1.88952 -0.95966 -3.75364 -0.79 -0.15 0.73
C 1.86608 -0.59857 -1.44042 1.32 0.46 -0.14
C -2.27670 -1.55842 -3.02388 -1.02 0.67 0.43
C 5.73099 2.29177 3.11299 -0.48 -0.81 -0.72
C 1.19424 -0.73524 -0.18610 -1.64 -0.80 1.83
C -2.08996 -1.49011 -1.58597 1.95 -0.24 -0.77
C -4.40069 0.79574 0.46496 0.83 -0.09 -0.23
C 3.10688 0.40957 0.88164 -2.22 -1.17 0.88
C -3.48886 2.00245 0.80856 -0.47 0.20 -0.82
C -4.01507 0.04253 -0.82842 0.08 0.43 -0.57
C 1.89840 -0.26136 1.01724 1.53 1.06 -1.06
C 4.96402 1.76419 1.88590 -1.66 -1.47 1.55
C -1.76508 0.88733 2.28379 0.65 0.37 0.74
C 1.27855 -1.11605 -2.70753 0.77 0.10 -2.16
C 3.09349 -0.00382 -1.47242 -0.53 -0.05 1.00
C -0.07571 -1.27816 -0.11937 1.75 0.36 -1.87
C -0.75533 -1.60278 -1.37535 -0.46 0.21 1.74
C 0.34501 -3.46377 -2.70792 0.15 -0.16 0.05
C -2.00584 1.70037 1.05110 -0.04 1.42 0.30
C -0.02426 -1.95442 -2.65915 -1.23 -0.28 1.20
C -3.11666 -1.14223 -0.60877 -0.05 -0.62 1.35
C 3.81140 1.00380 2.03193 2.82 1.78 -1.35
H -1.48729 2.68762 1.22674 -0.39 -0.86 -0.63
H 3.45411 0.89694 3.04535 -0.46 -0.39 -0.15
H -4.38668 0.11369 1.30268 -0.04 -0.42 0.19
H -5.42079 1.11892 0.36425 -0.44 0.38 0.00
H 1.46044 -0.35281 2.01189 0.09 -0.02 -0.41
H 1.20957 -3.70099 -2.05224 -0.58 0.19 -0.27
H -0.52173 -4.10432 -2.43434 0.49 0.64 0.03
H 5.57582 3.34744 3.27755 -0.16 0.38 -0.02
H -4.90247 -0.35926 -1.37420 0.54 0.39 0.33
H -3.47855 0.72209 -1.52968 -0.55 -0.33 0.26
H -0.68362 0.79053 2.46967 -0.33 -0.08 0.05
H 5.38648 1.91332 0.90665 0.03 0.13 -0.20
H -2.19039 -0.07250 2.15965 -0.35 -1.29 0.04
H -3.53994 2.71608 -0.05019 -0.13 -0.28 0.68
H -0.60000 -1.29143 0.79416 -0.60 -0.15 0.83
H 0.61559 -3.73165 -3.73713 0.07 0.27 0.21
H -1.55749 1.19575 0.18923 0.04 0.21 -0.08
H -2.22680 1.32657 3.17788 0.12 0.07 -0.19
H 3.69027 0.08130 -2.38151 -0.14 0.15 0.45
H 6.80168 2.15026 2.99178 0.12 -0.04 -0.17
H 5.44510 1.74346 4.01703 -0.11 0.17 -0.17
H -3.92902 2.48482 1.70591 0.34 -0.05 -0.48
```
Forces are in eV/Å.

## Properties
LUMO level = -0.835 eV
SMILES = C/C=C/C1=CC2=CC3=C(C(=O)CCCCC)C(=O)O[C@@]3(C)C(=O)C2=CO1
HOMO energy = -7.970 eV
total charge = 0

***

Below is a structure of composition C21H23AsCrN3O7S2 in a non-equilibrium geometry, with properties calculated with ωB97M-V/def2-TZVPD.

```
58
Properties=species:S:1:pos:R:3:forces:R:3
As 1.61343 1.22016 -2.45662 -0.30 -0.03 -1.13
Cr 0.12059 -0.40799 -0.72820 0.93 0.54 -1.06
S 2.43772 1.28001 0.89125 -0.38 -0.41 -0.43
S -3.29567 -2.40080 -3.08075 0.10 0.08 0.08
O 1.48214 2.38126 0.80071 0.04 0.10 0.26
O 1.52555 1.96307 -3.89841 0.10 -0.20 0.47
O 0.25344 1.67922 -1.34543 0.20 -0.62 -0.04
O -3.07436 0.88482 -0.22458 -0.37 0.06 0.26
O 3.01775 1.05920 2.17893 0.04 -0.09 -0.04
O 1.83079 0.03330 0.28249 -0.02 0.32 0.59
O 1.24186 -0.44895 -2.36136 -0.16 0.40 0.89
N -1.40429 -0.94978 -1.64712 -0.83 -0.46 -0.44
N 0.44088 -2.30702 -0.17026 0.35 -0.21 -0.15
N -0.61134 -0.37389 1.19035 -0.05 0.23 0.42
C 1.03702 -4.81149 0.75927 -0.02 -0.14 0.20
C 0.48136 -3.86362 1.60663 0.04 -0.37 0.24
C 5.69176 1.70593 -2.20527 0.09 0.04 -0.09
C -1.22281 0.76156 3.18745 -0.09 0.17 -0.05
C 6.01752 1.74557 -0.86011 0.10 -0.02 -0.07
C -1.02589 0.72980 1.81933 -0.04 -0.19 -0.20
C 3.35460 1.54272 -1.66344 0.07 0.01 0.53
C -3.68774 2.16581 -0.25625 0.08 -0.11 -0.03
C -0.35000 -1.47983 1.90670 0.16 -0.29 -0.68
C 4.36261 1.61881 -2.61104 0.09 0.15 0.17
C -0.53266 -1.52339 3.26338 -0.07 -0.11 0.55
C 0.20287 -2.61309 1.10692 -0.27 0.52 0.21
C -5.17504 -0.39605 -0.29031 -0.15 -0.05 -0.07
C 1.29926 -4.48123 -0.55561 0.05 0.05 -0.20
C -0.97969 -0.38282 3.91461 0.02 -0.18 0.22
C 5.01923 1.68723 0.10323 -0.33 0.07 -0.04
C -2.21106 -1.56688 -2.26291 0.40 0.30 0.30
C 0.98678 -3.20422 -0.99160 -0.08 0.03 0.03
C -2.68480 3.16649 -0.78000 0.05 0.21 0.00
C -3.87471 -0.09736 0.42707 0.15 0.12 -0.20
C 3.69685 1.58189 -0.30064 0.29 -0.22 -0.40
H 7.05598 1.79662 -0.55433 -0.06 0.04 -0.02
H 4.09731 1.61167 -3.65693 0.00 0.00 -0.14
H -0.30933 -2.42503 3.81835 -0.03 0.09 -0.01
H -5.88011 0.43618 -0.22634 0.04 -0.08 0.00
H -1.55448 1.67477 3.66132 0.02 -0.02 -0.02
H 1.26792 -5.80383 1.13250 -0.03 0.11 -0.03
H -3.25827 -0.99555 0.45617 0.05 -0.03 0.01
H -4.02580 2.43161 0.75415 -0.07 0.04 0.05
H -4.07420 0.21467 1.46174 0.03 0.03 0.04
H 0.27205 -4.10231 2.64149 0.04 -0.01 -0.09
H 0.60992 2.14673 -0.54823 -0.05 0.21 0.05
H -4.56727 2.14757 -0.90406 -0.04 -0.03 -0.03
H -1.12287 -0.39331 4.98835 0.02 0.00 -0.05
H 6.47744 1.73875 -2.95377 -0.10 0.01 0.08
H -2.13909 2.73957 -1.62045 -0.02 0.02 -0.01
H -1.21494 1.59088 1.19645 0.07 -0.03 0.00
H -1.95888 3.46315 -0.01538 -0.05 -0.07 -0.10
H 1.74813 -5.18999 -1.23924 -0.05 0.04 0.04
H -5.64639 -1.27170 0.16604 0.01 0.08 -0.06
H 5.24696 1.70141 1.16133 0.00 -0.04 -0.04
H -4.98424 -0.61992 -1.34323 -0.02 0.01 0.11
H 1.17493 -2.85967 -2.00190 -0.02 -0.01 0.04
H -3.19874 4.06930 -1.12250 0.08 -0.06 0.08
```
Forces are in eV/Å.

## Properties
LUMO level (alpha / beta) = -1.196 / -1.202 eV
2S+1 = 2
HOMO energy (alpha / beta) = -8.458 / -8.634 eV
total charge = 0

***

Below is a structure of composition C21H23AuN4S2 in a non-equilibrium geometry, with properties calculated with ωB97M-V/def2-TZVPD.

```
51
Properties=species:S:1:pos:R:3:forces:R:3
Au 2.20556 -0.40129 -0.04007 0.87 -0.56 -0.13
S 0.02885 3.13725 2.87546 -0.12 -0.39 -0.31
S 4.23976 -3.93786 -2.07199 -0.68 0.66 0.15
N 2.47503 -2.25442 -1.29275 -0.22 0.25 1.37
N 0.16528 1.16547 1.20268 0.50 -0.35 -0.33
N 2.50843 -2.14460 -2.62154 -0.28 0.50 -1.34
N 3.47886 -3.38821 0.48989 0.09 -0.10 0.35
C 0.91554 1.94246 1.89813 -1.02 0.46 0.36
C 3.06899 1.00070 1.15157 -0.43 0.24 0.14
C -4.32794 -0.68587 -0.59762 -0.01 0.17 0.14
C -1.16470 1.42018 1.36570 -0.69 0.73 0.62
C -3.52744 1.09386 1.03042 0.00 -0.09 -0.06
C 4.46051 1.05607 1.24098 0.18 -0.26 -0.24
C 3.66521 -2.88018 -4.65298 -0.11 0.03 -0.41
C 2.45001 -3.19016 -5.52621 0.13 0.01 0.05
C -2.75534 2.82153 2.56088 -0.09 0.01 0.01
C 4.40596 2.83047 2.84735 0.12 0.12 0.06
C 3.35266 -2.89687 -3.20450 0.52 -0.56 0.46
C -4.73099 0.42087 0.38023 -0.15 -0.14 -0.13
C 5.12908 1.94389 2.06595 -0.02 0.06 0.02
C -5.61833 -0.21165 1.46407 0.12 0.07 -0.12
C -2.21705 0.74756 0.74526 -0.03 0.00 0.02
C -5.53889 1.48353 -0.38244 0.09 -0.15 0.06
C -3.77338 2.12131 1.95131 0.07 0.10 0.09
C 2.35818 1.91862 1.94328 0.95 -0.11 -0.07
C 3.32156 -3.13261 -0.82132 0.32 -0.40 -0.48
C 3.02979 2.81791 2.77671 -0.17 -0.11 -0.10
C -1.45043 2.47168 2.26293 0.32 -0.24 -0.17
H 5.04769 0.37802 0.63336 0.04 0.00 0.02
H 4.29041 -3.91678 0.77037 -0.14 0.17 0.06
H -2.97013 3.61941 3.25461 -0.05 0.07 0.09
H -1.97011 -0.03946 0.05256 0.00 -0.12 -0.11
H -4.79171 2.37569 2.20186 -0.10 0.07 -0.01
H -6.04443 0.54031 2.12156 -0.04 0.09 0.12
H 6.21067 1.94815 2.09218 0.04 -0.01 0.02
H 4.46591 -3.59328 -4.84816 0.07 0.08 -0.08
H -6.38285 1.02454 -0.89351 -0.10 -0.07 -0.06
H 4.91182 3.53135 3.49716 0.01 0.02 0.02
H 1.61497 -2.56535 -5.22506 -0.11 0.06 -0.03
H -3.71075 -0.29947 -1.40427 0.12 0.03 -0.11
H -5.92932 2.23929 0.29319 -0.05 0.11 0.06
H 2.45576 3.51420 3.37208 0.04 0.09 0.10
H 2.68401 -2.98843 -6.56988 -0.04 -0.05 -0.05
H -3.78554 -1.47591 -0.08404 0.12 -0.12 0.02
H -6.44043 -0.75656 1.00363 -0.10 -0.05 -0.05
H -4.91636 1.98204 -1.12229 0.06 0.04 -0.10
H 4.03286 -1.87763 -4.89087 0.08 -0.11 0.00
H 2.15726 -4.23344 -5.42626 -0.06 -0.05 -0.01
H -5.21583 -1.13014 -1.04400 -0.10 0.00 -0.01
H 3.17201 -2.63993 1.10417 0.05 -0.11 0.01
H -5.04062 -0.90624 2.07022 0.04 -0.09 0.07
```
Forces are in eV/Å.

## Properties
LUMO level = 0.248 eV
HOMO energy = -7.754 eV
total charge = 0

***

For reference, energy above the lowest of the compared OMol25 structures with the same formula, charge and spin by record: 27.9; 60.2; 15.4; 5.5 kcal per mole.